Below is a structure of composition C5H6N at a distorted geometry, with properties calculated with wB97M-V/def2-TZVPD.

Values from the calculation:
* Kohn-Sham gap (spin up / spin down): 0.2279 / 0.2279 Ha
* spin multiplicity: 1
* energy: -6756.9109 eV
* charge: +1
* relative energy (zero: lowest compared OMol25 entry of this formula, charge and spin): 8.267 eV

The geometry in XYZ format:
```
12
Properties=species:S:1:pos:R:3:forces:R:3
C -1.687 -0.004 -0.903 -0.33 0.20 1.58
C -1.453 1.129 0.201 -0.05 -2.46 -0.58
C -1.257 -1.027 0.211 -0.80 -2.00 -0.36
C -2.246 -0.023 0.624 1.09 0.37 -0.79
C -0.429 0.116 0.073 0.00 0.45 0.26
N 2.869 -0.005 0.315 -1.41 -1.07 -1.00
H -2.071 -0.040 -1.920 0.36 0.03 0.32
H -1.527 2.152 0.135 -0.23 2.06 -0.21
H -1.242 -2.143 0.221 0.16 1.36 -0.19
H 2.814 0.481 1.168 0.38 0.34 0.85
H 3.381 0.375 -0.440 0.59 0.51 -0.28
H 2.848 -1.011 0.314 0.24 0.21 0.41
```
Forces are in eV/Å.

Here are the Mulliken charges for atoms 1 to 2, given in e:
1. C -0.45
2. C -0.02